# 1
31
Properties=species:S:1:pos:R:3:forces:R:3 method="wB97M-V/def2-TZVPD" molar_mass_g_mol=227.41 gap_ev="7.011 / 7.013" e_tot_ev=-32890.6278 e_lumo_ha="-0.0134 / -0.0133"
C 1.43041 -1.95083 0.12244 -2.76 1.72 0.81
C 0.85545 0.67032 -0.11518 0.96 -0.20 -0.90
C -0.97582 -0.79344 0.27768 -0.76 -2.12 0.14
C 2.56153 -2.64554 -0.10542 0.10 -1.32 -2.57
C -3.46159 -0.80142 -1.70539 0.44 -3.83 4.59
C -2.35189 0.42944 1.91157 -0.77 -2.87 0.49
C 3.71050 0.39588 -1.32073 -0.39 -1.32 -0.21
C 3.08891 1.12027 1.72582 -1.21 0.49 -0.54
C -3.26103 -0.02212 -0.39022 2.51 2.08 -2.14
C -2.39792 -0.61521 0.74337 0.25 0.87 -0.58
N -0.22165 0.21701 0.01248 0.07 -0.11 0.33
O 3.59825 -2.62443 0.48133 2.13 -0.37 1.15
Si 2.58094 1.34236 -0.18691 -0.13 1.61 1.71
S -0.07019 -2.37264 0.40367 -0.43 1.83 0.02
H 2.40282 -3.13771 -1.13034 0.66 -0.09 0.50
H -3.94188 -1.82493 -1.32129 0.86 1.78 -1.02
H -4.10781 -0.44821 -2.39536 -2.14 1.73 -1.92
H -2.57996 -1.09615 -2.17167 1.77 -0.34 -0.87
H -1.90735 -0.02773 2.79836 -0.43 -0.35 0.18
H -1.70258 1.22151 1.78335 1.22 1.81 -1.17
H -3.32601 0.80623 2.12781 -0.75 0.24 0.33
H 4.68769 0.80277 -1.51480 0.30 0.66 0.14
H 3.90260 -0.46717 -0.66129 0.09 -0.05 -0.33
H 3.36949 -0.03158 -2.29682 -0.22 0.60 0.91
H 2.38595 0.42693 2.26047 0.49 0.70 -0.68
H 4.04023 0.66490 1.77162 1.24 -0.72 -0.03
H 3.19977 2.04676 2.32683 -0.38 -0.31 -0.58
H -2.86780 1.08061 -0.62177 -0.91 -2.18 0.57
H -4.21918 0.00298 -0.04629 -2.72 0.90 1.43
H -2.87768 -1.58100 1.02323 0.61 0.56 0.14
H 2.32958 2.87379 -0.47764 0.31 -1.44 0.11

# 2
29
Properties=species:S:1:pos:R:3:forces:R:3 method="wB97M-V/def2-TZVPD" s2=2.01 molar_mass_g_mol=346.33 spin_multiplicity=3 gap_ev="5.686 / 7.159" e_tot_ev=-15377.7119 e_lumo_ha="0.0244 / -0.0644"
Pt -0.70842 0.31578 -1.05442 -0.82 0.27 0.79
C -0.53704 0.25654 -4.03181 0.00 0.02 -0.18
H 0.53471 0.44988 -4.15541 -0.22 0.02 -0.04
H -0.78806 -0.73939 -4.41094 -0.01 0.19 0.05
H -1.13811 1.03324 -4.51815 0.18 -0.19 -0.06
H -0.81871 0.32999 -2.91675 0.36 -0.19 -1.90
H -2.18357 0.18452 -1.57278 -0.45 0.35 -0.25
C 2.00910 1.48667 -0.63437 -0.06 -0.10 0.07
N 1.29011 0.24021 -0.27039 1.22 0.16 0.89
C 1.88266 -0.97673 -0.88699 -0.19 0.07 0.13
C 1.25574 0.10999 1.25744 0.82 -0.04 -1.01
C -0.11874 -0.19268 1.73175 -0.60 -0.14 1.54
C -0.34026 -0.47553 3.09296 0.13 0.03 -0.47
C -1.63889 -0.70084 3.54160 0.20 0.07 -0.04
C -2.71558 -0.58792 2.65630 -0.40 0.14 -0.26
C -2.50771 -0.26497 1.31387 0.60 -0.30 1.29
C -1.19642 -0.08581 0.86223 -0.34 -0.40 0.31
H 3.09075 1.43755 -0.40925 -0.30 -0.07 -0.10
H 1.55894 2.29075 -0.03720 0.19 -0.11 -0.33
H 1.83496 1.69980 -1.69636 0.24 -0.07 0.26
H 2.93721 -1.13297 -0.59923 -0.25 0.17 -0.07
H 1.28729 -1.83918 -0.55662 0.23 0.21 -0.08
H 1.78201 -0.90370 -1.97777 0.20 0.01 0.29
H 1.60010 1.06651 1.68752 -0.11 -0.37 -0.19
H 1.97985 -0.66841 1.57192 -0.27 0.35 -0.17
H 0.51140 -0.50348 3.77600 -0.27 -0.11 -0.03
H -1.80950 -0.95320 4.59059 0.00 0.11 -0.33
H -3.73157 -0.73198 3.02282 0.21 -0.02 -0.01
H -3.32225 -0.14465 0.62346 -0.28 -0.07 -0.09

# 3
30
Properties=species:S:1:pos:R:3:forces:R:3 method="wB97M-V/def2-TZVPD" s2=3.76 molar_mass_g_mol=185.24 spin_multiplicity=4 gap_ev="5.853 / 8.527" e_tot_ev=-16779.4933 e_lumo_ha="0.0274 / -0.0676"
O 0.41420 -2.63917 0.23395 3.46 -3.43 1.08
O 1.50353 -3.28473 -0.31741 -2.00 1.22 1.03
C 2.51557 2.51736 0.90624 -0.62 -0.39 -0.45
C 1.53817 1.96179 -0.07604 0.50 -4.26 8.91
C 1.39195 2.45634 -1.31185 -0.85 3.39 -7.98
C 0.70684 0.73228 0.33440 0.72 0.88 -0.06
C -0.79867 1.04074 0.33744 -0.34 0.30 0.47
C -1.57020 -0.17813 0.83877 -0.17 0.31 0.09
C -1.49776 -1.33026 -0.15707 0.42 -0.02 0.18
C -0.01359 -1.63328 -0.54378 -0.73 2.79 -3.37
C 0.97284 -0.42268 -0.62192 -0.35 -0.14 -0.06
C -2.08712 -2.56846 0.48293 -0.57 -0.46 0.05
O -2.13945 -0.99491 -1.40299 0.36 -0.11 0.34
H 2.47449 1.96927 1.84769 0.05 0.08 -0.04
H 3.53911 2.46290 0.51905 0.24 0.09 -0.09
H 2.32179 3.57444 1.11036 0.05 0.29 0.01
H 0.65661 2.04069 -2.00260 0.23 0.35 0.14
H 1.99181 3.29259 -1.67169 -0.17 -0.30 -0.02
H 1.01006 0.42086 1.34452 -0.14 0.21 -0.10
H -1.01134 1.90280 0.99017 0.16 -0.22 -0.16
H -1.15701 1.31643 -0.66588 0.16 -0.13 0.18
H -1.18823 -0.50661 1.82305 0.11 0.06 -0.42
H -2.62574 0.06149 1.03682 0.11 0.01 -0.23
H -0.00341 -1.94811 -1.60706 -0.43 -0.42 0.58
H 0.84764 -0.01144 -1.63631 0.23 -0.31 0.18
H 2.00595 -0.79994 -0.51468 -0.48 0.08 -0.16
H -1.56484 -2.80237 1.41682 -0.08 -0.06 -0.29
H -3.13753 -2.41052 0.75853 0.08 0.09 -0.23
H -2.02510 -3.42419 -0.20099 -0.04 0.12 0.24
H -3.07054 -0.79518 -1.25048 0.09 -0.03 0.18

# 4
34
Properties=species:S:1:pos:R:3:forces:R:3 method="wB97M-V/def2-TZVPD" s2=6.04 molar_mass_g_mol=328.17 charge=-1 spin_multiplicity=5 gap_ev="4.562 / 6.630" e_tot_ev=-87148.5605 e_lumo_ha="0.1130 / 0.1086"
Co -0.86418 3.05602 0.71644 0.17 -0.56 0.05
Cl 1.00718 2.88019 -0.35127 0.31 0.43 -0.25
Cl -2.25545 1.78428 1.79769 -0.55 0.20 0.21
C 1.61575 -0.89583 0.23020 1.84 1.78 0.13
H 2.21869 -1.25663 -0.62621 -0.57 0.35 0.78
H 1.82415 0.05794 0.75662 -0.07 -0.58 -0.82
C -0.99785 -0.21750 -1.83143 0.73 -1.30 0.36
C 0.09334 -0.94645 -2.16244 -1.73 0.19 -0.97
H -1.61771 -0.54851 -0.98256 0.28 0.09 -0.45
C 0.98276 -0.56362 -3.31876 -0.13 0.23 -0.20
H 0.20822 -1.97677 -1.80751 0.08 0.60 0.37
C 0.88156 0.93982 -3.63546 0.35 -0.01 0.72
H 2.01534 -0.87336 -3.08435 -0.18 0.27 -0.18
H 0.68376 -1.12062 -4.22698 0.11 -0.06 0.29
C -0.55331 1.42105 -3.72248 -0.69 -0.47 -0.69
H 1.32976 1.50168 -2.81826 0.30 -0.02 0.14
H 1.43650 1.18462 -4.54559 -0.08 -0.03 -0.02
C -1.45506 1.00258 -2.54152 0.38 1.07 -0.17
H -0.60447 2.50218 -3.89670 0.13 -0.11 0.27
H -1.00254 0.98517 -4.61562 -0.02 -0.14 -0.32
H -1.51744 1.86107 -1.86364 -0.02 -0.24 0.27
H -2.47969 0.85215 -2.91484 0.18 -0.07 0.13
S 0.48736 -1.90196 0.91923 -1.40 -1.70 1.41
C 0.15597 -1.29536 2.53012 0.40 -0.19 -3.69
N 1.07336 -1.15804 3.48792 2.37 0.03 1.74
C 0.49802 -0.85644 4.78064 0.75 -0.40 0.08
C -0.97229 -0.68865 4.45909 -0.95 0.06 -0.60
N -1.05159 -0.99249 3.02684 -2.63 0.23 1.03
H 2.04984 -1.31297 3.29858 -0.24 0.09 0.24
H 0.94779 0.01718 5.24518 -0.01 0.35 -0.12
H 0.64119 -1.66337 5.49610 0.03 -0.39 0.17
H -1.32963 0.30956 4.71855 0.01 0.17 -0.35
H -1.60153 -1.38452 5.02080 0.10 -0.12 0.16
H -1.84780 -0.70241 2.46160 0.73 0.24 0.26

# 5
45
Properties=species:S:1:pos:R:3:forces:R:3 method="wB97M-V/def2-TZVPD" molar_mass_g_mol=510.77 charge=+1 gap_ev=2.679 e_tot_ev=-101204.8539 e_lumo_ha=-0.2095
O -3.71572 -1.59589 -1.25597 0.89 -0.99 -1.73
C -2.55865 -1.93663 -1.27373 -1.87 -0.37 -0.55
O -1.58969 -1.07856 -1.63984 0.39 -0.27 0.35
Cl -1.55811 0.26897 -0.42938 0.42 -1.22 -0.27
O -2.19729 -3.20503 -0.92616 0.66 0.63 0.70
C -0.95482 -3.33092 -0.20200 0.28 -0.47 0.28
C -1.01929 -4.48009 0.80967 -0.63 -0.59 -0.87
C -2.18298 -4.45991 1.80068 0.35 0.19 -0.08
C -2.39141 -3.13726 2.54353 0.16 -0.71 -0.97
S -1.05243 -2.64200 3.63720 -2.13 0.49 1.80
O -0.96944 -3.54391 4.73993 0.91 -1.22 -0.62
O -1.30820 -1.30688 4.07090 0.54 1.17 -0.74
Cl 0.76254 -2.54729 2.62616 -0.10 -0.12 0.08
H -0.17118 -3.59998 -0.91319 0.10 0.33 -0.02
H -0.69706 -2.40772 0.31339 -0.09 0.18 -0.25
H -1.14079 -5.38167 0.20009 -0.02 -0.10 0.15
H -0.06058 -4.60881 1.30436 0.08 0.22 -0.06
H -3.08727 -4.67445 1.23105 -0.18 0.28 0.14
H -2.07517 -5.27874 2.51395 0.08 0.03 0.03
H -3.24108 -3.26831 3.21539 0.29 0.27 0.48
H -2.68122 -2.31400 1.87960 0.35 0.24 0.07
K -1.35977 2.72981 0.21721 -0.01 1.48 0.17
C 1.89056 1.38911 4.20535 -0.44 -0.81 0.19
O 0.97365 1.96213 3.67512 0.19 0.54 -0.25
N 3.11261 2.03504 4.44222 0.30 0.31 -0.64
N 1.82088 0.09975 4.61508 0.19 0.20 -0.05
H 3.88346 1.59356 4.88562 -1.07 -0.05 0.82
H 3.18980 2.99552 4.15343 -0.10 0.04 0.13
H 0.94887 -0.38485 4.45687 -0.12 -0.03 0.02
H 2.56897 -0.39240 5.06406 -0.09 -0.05 0.09
C 2.65692 4.46899 -5.71029 0.08 0.30 0.29
C 1.57508 3.65770 -5.04423 0.42 0.26 -0.44
C 0.19872 3.82873 -5.63476 -0.10 -0.20 -0.19
O -0.64088 3.52558 -4.50764 0.07 0.11 0.12
C 0.05477 3.83114 -3.40103 -0.02 0.01 -0.12
O -0.41715 3.86943 -2.30178 -0.04 -0.11 0.42
O 1.34623 4.09219 -3.68460 -0.27 -0.20 0.09
H 3.56820 4.45231 -5.11324 0.03 -0.13 -0.06
H 2.87893 4.07415 -6.70086 -0.03 -0.05 0.02
H 2.35907 5.51375 -5.80795 -0.07 -0.03 -0.03
H 1.86423 2.60403 -5.01032 -0.11 -0.02 0.07
H -0.00053 3.15116 -6.46045 -0.17 -0.11 0.14
H -0.00835 4.85260 -5.95187 0.11 0.03 0.04
Cl -4.24195 -0.76156 0.79706 -0.14 0.64 1.64
Na 5.66753 1.34120 4.57140 0.93 -0.10 -0.37

# 6
36
Properties=species:S:1:pos:R:3:forces:R:3 method="wB97M-V/def2-TZVPD" molar_mass_g_mol=338.68 gap_ev=10.087 e_tot_ev=-66688.5251 e_lumo_ha=0.0087
O 2.75242 2.08612 0.83641 1.43 0.09 -0.32
S 1.51932 1.77550 0.22765 -0.21 -1.02 5.52
O 0.40261 2.53785 0.58369 -1.63 1.80 0.03
N 1.69531 1.58454 -1.28641 5.66 0.11 -0.43
H 2.82602 1.30887 -1.44980 -4.18 0.71 0.13
C 0.67488 1.01777 -2.02818 -3.34 -0.21 -4.92
C 0.79754 -0.41904 -1.93615 2.44 -6.82 -5.83
H 1.83885 -0.93177 -2.64050 -2.21 2.17 1.80
C -0.24637 -1.52696 -2.58409 -3.32 7.80 -0.45
H -1.18937 -1.16127 -2.10075 0.33 -1.24 0.23
C -0.69813 -1.50619 -4.08565 8.93 7.36 0.34
H -1.31125 -2.24246 -4.28825 -3.02 -3.69 -1.29
H 0.53820 -1.56617 -4.66607 -3.84 -0.71 1.13
C -1.10279 -0.02773 -4.67577 1.84 -0.99 0.44
H -0.05344 0.61914 -4.75668 -2.87 -1.65 0.09
C -2.18821 0.77611 -3.72080 0.23 -1.83 -3.97
C -1.56308 1.98839 -2.90784 -3.72 -8.73 3.11
H -1.10782 2.63304 -3.45663 3.04 3.98 -3.39
H -2.52116 2.23505 -2.63577 -1.93 2.30 1.41
C -0.85844 1.45139 -1.67582 3.50 2.53 0.13
H -1.17102 0.62245 -1.08221 -1.33 -0.44 -0.15
H -0.78317 2.30190 -0.97272 -0.16 -0.62 -0.46
H -2.76633 -0.10380 -3.23166 1.13 1.94 0.26
H -3.00325 1.18777 -4.41542 1.21 -0.32 0.77
H -1.30619 -0.42673 -5.73709 -0.53 1.73 1.28
H -0.08390 -2.48398 -2.47083 1.50 -4.73 1.92
H 1.12108 -0.73196 -1.01704 0.07 -0.98 2.51
H 0.82299 1.18336 -3.17108 -0.07 0.74 2.13
O 1.05887 0.29076 0.98473 3.30 0.70 -7.28
C 0.54479 0.22913 2.15776 -2.55 -3.01 1.82
C -0.34874 -1.19055 2.21242 1.84 4.05 2.41
Cl -1.53131 -1.00020 1.10970 -3.67 0.21 -2.43
Cl 0.56813 -2.54624 1.84035 1.49 -1.64 0.01
Cl -0.88161 -1.13197 3.92659 -0.32 -0.53 -0.05
H 0.03602 1.10329 2.40600 -1.63 1.11 0.86
H 1.22616 -0.05914 2.84750 2.58 -0.17 2.64

What did the third record say?
30
Properties=species:S:1:pos:R:3:forces:R:3 method="wB97M-V/def2-TZVPD" s2=3.76 molar_mass_g_mol=185.24 spin_multiplicity=4 gap_ev="5.853 / 8.527" e_tot_ev=-16779.4933 e_lumo_ha="0.0274 / -0.0676"
O 0.41420 -2.63917 0.23395 3.46 -3.43 1.08
O 1.50353 -3.28473 -0.31741 -2.00 1.22 1.03
C 2.51557 2.51736 0.90624 -0.62 -0.39 -0.45
C 1.53817 1.96179 -0.07604 0.50 -4.26 8.91
C 1.39195 2.45634 -1.31185 -0.85 3.39 -7.98
C 0.70684 0.73228 0.33440 0.72 0.88 -0.06
C -0.79867 1.04074 0.33744 -0.34 0.30 0.47
C -1.57020 -0.17813 0.83877 -0.17 0.31 0.09
C -1.49776 -1.33026 -0.15707 0.42 -0.02 0.18
C -0.01359 -1.63328 -0.54378 -0.73 2.79 -3.37
C 0.97284 -0.42268 -0.62192 -0.35 -0.14 -0.06
C -2.08712 -2.56846 0.48293 -0.57 -0.46 0.05
O -2.13945 -0.99491 -1.40299 0.36 -0.11 0.34
H 2.47449 1.96927 1.84769 0.05 0.08 -0.04
H 3.53911 2.46290 0.51905 0.24 0.09 -0.09
H 2.32179 3.57444 1.11036 0.05 0.29 0.01
H 0.65661 2.04069 -2.00260 0.23 0.35 0.14
H 1.99181 3.29259 -1.67169 -0.17 -0.30 -0.02
H 1.01006 0.42086 1.34452 -0.14 0.21 -0.10
H -1.01134 1.90280 0.99017 0.16 -0.22 -0.16
H -1.15701 1.31643 -0.66588 0.16 -0.13 0.18
H -1.18823 -0.50661 1.82305 0.11 0.06 -0.42
H -2.62574 0.06149 1.03682 0.11 0.01 -0.23
H -0.00341 -1.94811 -1.60706 -0.43 -0.42 0.58
H 0.84764 -0.01144 -1.63631 0.23 -0.31 0.18
H 2.00595 -0.79994 -0.51468 -0.48 0.08 -0.16
H -1.56484 -2.80237 1.41682 -0.08 -0.06 -0.29
H -3.13753 -2.41052 0.75853 0.08 0.09 -0.23
H -2.02510 -3.42419 -0.20099 -0.04 0.12 0.24
H -3.07054 -0.79518 -1.25048 0.09 -0.03 0.18